A molecular structure, C23H36Cl3FKLi2MgNO11 in a non-equilibrium geometry. Source: OMol25; level of theory: ωB97M-V/def2-TZVPD.

The geometry in XYZ format:
```
79
Properties=species:S:1:pos:R:3:lowdin_charge:R:1
H 0.48423 6.30252 4.94659 0.0677
H 0.54072 -7.87111 5.08400 0.1072
C -1.48404 -2.46417 -0.23427 -0.1517
Li 0.90921 -1.30941 0.73848 0.6266
C 0.70857 4.18308 5.29935 -0.3432
H 1.88860 -3.52601 -1.25054 0.0984
H -5.18362 2.12902 1.21239 0.0336
C 0.58603 2.56359 -7.93694 -0.2561
C -0.05272 3.42028 -6.74428 -0.2580
Cl -0.58058 3.08598 1.58317 0.5573
H 0.89197 -6.64962 6.35356 0.1040
H 1.82204 -0.18067 -3.65346 0.1778
C 1.56603 -0.61995 -2.57339 -0.0390
Li 0.00921 -2.84941 -2.54152 0.7548
C 1.03818 5.62884 5.60847 -0.0926
C 2.41960 -2.89479 -0.41015 -0.1303
C 2.79979 -0.31042 -1.54082 -0.2465
H -1.24775 5.29512 1.10469 0.0264
O -1.74568 -6.75254 4.52244 0.0407
O 0.24919 3.11546 -9.11091 0.0665
H -1.38095 -4.87646 -0.16175 0.1114
Mg 5.40921 -1.05191 0.06259 0.8573
O -5.62633 1.35445 0.83419 -0.0764
C -2.41118 -1.08260 -0.39513 -0.0586
C 4.46853 -1.61169 -2.76437 -0.2325
H 3.09641 -3.30450 1.81426 0.1105
H -4.19678 -5.18770 -0.54649 0.1259
H 2.10851 5.81894 5.48890 0.0684
C 2.88761 1.19880 0.77829 -0.1274
C -1.53651 0.33853 -0.37943 -0.1603
H -1.32497 1.54743 -3.04425 0.1082
H 3.92417 1.14994 1.36709 0.1125
O -0.68331 3.95661 5.46629 -0.1140
H -6.39079 1.21587 1.41336 0.0538
H -1.15221 4.54927 4.85400 0.0329
C 0.10957 -7.21561 5.84351 0.0544
N -0.79993 -6.26335 5.15110 -0.4255
F -1.79079 6.32200 3.27998 -0.7095
H 0.26055 1.52293 -7.76084 0.1314
C 2.21718 -3.38643 1.01146 -0.0242
O -0.11485 0.15602 -0.70827 -0.2525
H 0.98495 3.92869 4.27158 0.0797
H 0.33094 2.37778 -2.49259 0.1167
C -2.12783 -3.97240 -0.27058 -0.2182
H -0.48880 -7.77967 6.56180 0.1137
H 0.21232 1.23915 -4.10274 0.0799
C 0.11955 0.02406 -2.15303 -0.3356
H -4.69769 -0.21113 -0.70204 0.1133
H -2.07380 1.19787 -0.98060 0.1228
C -3.75455 -4.09144 -0.49068 -0.1288
H 1.24709 3.51426 5.97719 0.1042
H 1.66406 2.49122 -7.70751 0.1384
H 0.74690 5.87917 6.63382 0.0792
H 3.92752 -1.35551 0.36984 -0.0668
H -0.70899 -0.72602 -2.57382 0.1286
H -1.56524 0.68978 0.76130 0.1291
H 3.90498 1.73490 -1.27793 0.1672
H 1.23446 -3.91167 1.38720 0.0714
O 4.84956 -2.22455 -3.88771 0.1113
H -1.13252 3.47903 -6.96786 0.1402
Cl -2.68658 3.97961 -0.21956 0.5051
C 2.92209 1.20587 -0.86146 -0.0192
C 3.38856 -1.59327 -0.64188 -0.3388
O 1.78586 1.23690 1.53924 -0.1143
H -5.83358 -2.87868 -0.78677 0.1250
O 3.95990 -0.25581 -2.49249 -0.0697
O -0.54338 -5.05821 5.25524 0.0427
O 0.29648 2.87648 -5.56990 -0.0581
C -0.14625 1.43873 -3.00174 -0.0233
C -4.03568 -1.17944 -0.59113 0.0693
C -1.77719 4.35094 1.25516 -1.4604
H -0.30340 -2.37521 -0.09512 -0.0006
Cl -2.87581 4.54023 2.63239 0.6270
H 0.26028 4.46342 -6.92653 0.1424
K -3.03358 -3.62938 2.10592 0.8923
C -4.67331 -2.72521 -0.62306 0.0023
H 2.02651 1.86798 -1.22287 0.1293
O 4.51689 -2.20903 -1.41653 -0.1893
H 1.38722 -1.78573 -2.75593 0.0629
```

Total charge: +2
Multiplicity: 1
Molecular weight in g mol⁻¹: 705.18
Energy in eV: -110865.6996
HOMO in eV: -9.47

A molecular structure, C21H31F5P2PtS in a non-equilibrium geometry. Source: OMol25; level of theory: ωB97M-V/def2-TZVPD.

The geometry in XYZ format:
```
61
Properties=species:S:1:pos:R:3:lowdin_charge:R:1
H 0.34801 1.16965 -4.29884 0.1202
H -0.87436 1.73342 -2.41796 0.0794
C 2.41435 -0.29646 -0.18371 -0.3934
C 1.23813 0.25862 5.87402 -0.1065
C 0.09422 0.33399 6.67015 -0.0833
H 3.18813 -2.18638 3.03741 0.0366
H -2.53891 -1.22664 0.43656 0.0190
H 4.20142 -1.12046 2.01723 0.0482
C -3.17203 -1.04034 -4.61982 -0.1610
H 2.48459 -2.89163 -0.92876 0.0525
C -3.59497 0.38640 -4.18306 -0.1704
C -0.57647 0.58187 -4.29046 -0.1685
C -2.44012 -1.84244 -3.54757 -0.2959
H -0.97392 2.46287 -0.25663 0.0416
F 2.26508 0.33408 3.75658 0.0413
C 1.72716 3.02513 2.40055 -0.1950
H 0.88116 -0.96761 -3.99186 0.1161
H -3.54842 1.08624 -5.03108 0.1385
H 3.25395 1.53935 0.67043 0.1029
C -1.14614 0.61971 6.09570 -0.1016
H -2.91152 -2.80366 -3.28381 0.1278
C 1.83982 -3.03363 -0.04935 -0.2823
H 2.59006 2.52251 2.85820 0.0709
F -2.44317 1.02360 4.15878 0.0879
H 2.06377 3.94509 1.90900 0.0825
H 0.99644 3.27668 3.18068 0.0802
C -1.23425 0.78781 4.71999 -0.2048
F 2.44122 -0.01568 6.42888 0.1366
C -0.08867 3.01866 0.09626 -0.2090
H -3.30327 1.65682 -2.39102 0.1187
C 3.49822 -1.96352 2.00628 -0.2744
H 3.45659 -0.50221 -0.48036 0.0985
H -2.01932 -2.72513 -0.43570 0.0384
H -0.20591 -1.28751 -5.35654 0.1336
H -2.58902 -0.99994 -5.54640 0.1210
C 2.32189 1.21146 0.18430 -0.3253
C -1.35650 0.97537 -3.04933 -0.3128
Pt -1.93534 -0.67857 -1.93491 1.5152
H -4.65274 0.34413 -3.88123 0.1269
S -0.37369 0.78816 2.10760 0.8030
C -0.99945 -1.78179 -3.40693 -0.3064
C -0.10046 0.71392 3.89718 -0.3761
H -4.08896 -1.59677 -4.85719 0.1288
C -1.76719 -1.68852 -0.20692 -0.2586
P 1.95511 -1.58461 1.07812 0.8391
H -0.51954 -2.69300 -3.03203 0.1190
P 0.98912 2.00860 1.13339 0.6591
H -0.44142 3.87788 0.68887 0.0832
H 3.96796 -2.86928 1.59003 0.0505
H 2.29159 1.75634 -0.77269 0.0929
C -2.79774 0.90294 -3.01030 -0.2888
C -0.16639 -0.90931 -4.32463 -0.1739
F -2.24587 0.71449 6.87154 0.1456
H -0.78651 -1.61188 0.27946 -0.0555
H 0.79507 -3.15843 -0.38073 0.0147
H -1.13164 0.86483 -5.19048 0.1243
H 2.16484 -3.92090 0.51435 0.0541
H 0.48232 3.39696 -0.76661 0.0729
C 1.12390 0.45014 4.50846 -0.1973
H 1.76606 -0.48302 -1.05998 0.0650
F 0.18372 0.11159 7.99693 0.1543
```

Total charge: +2
Multiplicity: 5
Molecular weight in g mol⁻¹: 667.56
Energy in eV: -68502.9573
Relative energy (zero: lowest compared OMol25 entry of this formula, charge and spin) in kJ/mol: 16.7
⟨S²⟩: 6.008
HOMO (alpha / beta) in eV: -12.55 / -13.36

A molecular structure, C16H10ClF5OTi in a non-equilibrium geometry. Source: OMol25; level of theory: ωB97M-V/def2-TZVPD.

The geometry in XYZ format:
```
34
Properties=species:S:1:pos:R:3:lowdin_charge:R:1
H 2.01050 -1.16818 1.61737 0.0954
C 0.59333 1.87981 1.99102 -0.2559
H -0.09298 2.26177 -2.82819 0.1018
C 1.64247 1.25052 -1.79641 -0.1779
F -2.58510 -0.78681 0.97973 0.0796
H 0.19654 4.17777 -0.88937 0.0956
C -0.99749 -1.55113 -0.64514 -0.2165
Ti 0.16040 1.30095 -0.12027 0.5771
Cl -1.89998 2.28152 -0.21839 0.0869
C 0.81221 3.28905 -1.03027 -0.2444
C -2.77208 -2.98074 0.22324 -0.1388
C -1.28174 -3.80579 -1.50615 -0.1371
C 0.59942 2.24166 -2.00455 -0.2538
H 3.49384 1.33146 -0.53153 0.1113
C 2.52384 1.76368 -0.79339 -0.1573
F -3.09858 -5.13155 -0.71966 0.0816
F -3.73474 -3.21495 1.14062 0.0965
C -0.00619 -0.35439 2.09892 -0.1631
C 2.00439 2.99806 -0.32249 -0.1773
C 1.77005 1.07200 1.82124 -0.1912
C -0.58473 -2.60574 -1.47587 -0.1243
O -0.35505 -0.39195 -0.67065 -0.2134
H 0.52201 2.97186 1.97320 0.1031
C -2.10961 -1.77319 0.18963 -0.1383
C -0.52200 0.97211 2.15344 -0.2425
F -0.85211 -4.79190 -2.32731 0.0845
C -2.39525 -3.98497 -0.67289 -0.1496
H 2.78825 1.44092 1.81543 0.0937
H 1.80597 0.35091 -2.37914 0.1065
C 1.38361 -0.30105 1.81406 -0.1254
F 0.53688 -2.43515 -2.21887 0.0880
H -1.53057 1.26365 2.44713 0.0883
H -0.50977 -1.23197 2.48348 0.1019
H 2.48430 3.66176 0.40206 0.1152
```

Total charge: -1
Multiplicity: 2
Molecular weight in g mol⁻¹: 396.57
Energy in eV: -68028.8209
Relative energy (zero: lowest compared OMol25 entry of this formula, charge and spin) in kJ/mol: 0.0
⟨S²⟩: 0.755
HOMO (alpha / beta) in eV: -3.14 / -4.24

2 unconnected molecules or ions with the total composition C4H5INO4 in a non-equilibrium geometry. Source: OMol25; level of theory: ωB97M-V/def2-TZVPD.

The geometry in XYZ format:
```
15
Properties=species:S:1:pos:R:3:lowdin_charge:R:1
N -1.72869 0.52747 -1.05849 -0.0214
H -0.95739 1.46258 -2.71160 0.1423
H 0.05535 1.32135 -0.72863 0.1020
H 1.89429 -0.16133 2.29943 0.1397
O 2.41799 -1.05144 2.13323 0.0544
O -2.81902 0.61117 -3.06063 -0.0100
C -0.51790 0.31199 1.04242 -0.7858
H 3.00898 -2.30870 0.74230 0.1211
I -2.30573 -0.91703 1.87627 0.4615
C 2.78062 -1.26541 0.92519 -0.4699
O 0.35024 0.54883 1.87134 -0.1605
O 2.81180 -0.47839 -0.00303 0.0199
C -0.68491 0.77384 -0.19556 -0.2301
C -1.86163 0.79797 -2.37590 -0.4301
H -2.44401 -0.17289 -0.75635 0.0669
```

Total charge: -1
Multiplicity: 1
Molecular weight in g mol⁻¹: 257.99
Energy in eV: -22011.2916
HOMO in eV: -3.62

A molecular structure, C31H32As2N3O3Pd. Source: OMol25; level of theory: ωB97M-V/def2-TZVPD.

The geometry in XYZ format:
```
72
Properties=species:S:1:pos:R:3:lowdin_charge:R:1
H 1.73953 4.78623 3.43155 0.1099
H -2.15533 1.22091 -0.16713 0.0473
H -2.20803 -1.75107 0.60580 0.0583
H -0.06711 -3.88539 -2.90879 0.0982
C 0.28084 -1.96764 5.07247 -0.0664
C -0.01921 -0.41658 2.78914 -0.3724
H 1.64478 -3.63124 2.01004 0.1149
H 3.87422 -1.89735 -1.20793 0.1089
H -3.24705 -0.90492 -0.52959 0.0697
H -0.93472 -6.12141 -3.40757 0.1060
C -1.43770 3.25725 1.87415 -0.0989
C 1.73279 -1.76205 -1.36176 -0.2368
C 2.93230 -2.12640 -0.72893 -0.0774
H 1.80787 2.50702 2.53754 0.1023
C -3.68330 -4.80903 -1.94337 -0.0805
H 4.26457 3.71070 -2.41603 0.1154
C -1.57297 -5.39944 -2.91652 -0.0811
As -0.18683 0.71254 1.23177 1.3042
H -1.71155 3.48040 -4.00726 0.1300
C 2.89799 -2.77889 0.48402 -0.0589
C -2.23430 -0.92854 -0.11497 -0.4219
C 1.66870 -3.09514 1.07096 -0.0619
H -0.34416 6.10532 3.33600 0.1103
H -1.83913 -2.25949 4.96505 0.1114
H 4.95481 0.46699 -3.58529 0.1156
N 4.85302 1.42104 -3.29004 0.1820
C 1.39005 -1.37450 4.48712 -0.0729
H -3.25133 -6.72740 -2.79211 0.1057
N 3.57618 3.01031 -2.20948 0.1907
As -1.11764 -1.42543 -1.67043 1.3107
H -4.69878 -5.06635 -1.67674 0.1058
O 1.17877 2.91766 -0.85935 -0.0866
H 0.13173 4.58433 -2.89284 0.1302
C 0.50501 -2.01403 -0.74569 -0.4718
H 2.80321 3.22783 -1.59271 0.0647
C 0.18111 2.88013 -1.61797 -0.5097
C -2.87227 -5.73994 -2.57042 -0.0828
C -0.54072 4.04916 -2.22322 -0.0602
C -0.32137 5.10052 2.93786 -0.0694
C -3.19866 -3.54025 -1.65173 -0.1077
H 2.12099 -0.16626 2.88259 0.1006
H -2.12003 -0.89465 2.95276 0.0971
H 5.45310 2.12165 -3.68414 0.1110
O -2.37335 1.02249 -2.81379 0.0331
H -2.68998 3.69169 -2.56568 0.1278
C 0.84859 4.35838 2.99526 -0.0680
C -1.98921 0.41428 0.54901 -0.4128
H -2.37972 5.12358 2.34232 0.1094
H 2.37054 -1.51371 4.91797 0.1102
O 3.03325 0.81166 -2.13358 -0.0756
H 1.77836 -1.37054 -2.37972 0.0953
C -1.71404 3.36577 -2.92384 -0.0589
C 1.24196 -0.60507 3.34468 -0.1267
Pd 1.18646 0.56074 -0.80882 0.8584
H -0.45431 -2.97363 0.93290 0.1062
C -1.12884 -1.01952 3.37136 -0.0953
H -2.34224 2.84748 1.44918 0.0916
H -2.70420 0.56139 1.36960 0.0799
H 0.39562 -2.56457 5.96561 0.1110
C 0.48968 -2.71868 0.46656 -0.1079
C -0.97419 -1.79595 4.51264 -0.0630
H 3.81807 -3.07300 0.96837 0.1117
N -0.34255 1.69609 -1.93405 0.0598
H -0.83187 4.74064 -1.43154 0.1286
C -1.56008 1.87897 -2.59524 -0.4957
C 0.87946 3.06785 2.49412 -0.1112
C -0.26491 2.51136 1.93608 -0.3688
H -3.86019 -2.83816 -1.16504 0.0876
C -1.89278 -3.19471 -1.98706 -0.3886
C -1.08870 -4.13380 -2.63188 -0.1226
C 3.78288 1.72025 -2.51998 -0.6293
C -1.46311 4.55216 2.37780 -0.0699
```

Total charge: +1
Multiplicity: 3
Molecular weight in g mol⁻¹: 750.88
Energy in eV: -168431.2482
Relative energy (zero: lowest compared OMol25 entry of this formula, charge and spin) in kJ/mol: 99.6
⟨S²⟩: 2.007
HOMO (alpha / beta) in eV: -10.40 / -10.40